(1)
Formula: C3H6CoIO3
Source: the Open Molecules 2025 dataset
Level of theory: the ωB97M-V functional and the def2-TZVPD basis

Cartesian coordinates (Å):
Co: -1.443954 -0.707708 2.767385
I: 0.246849 -2.904367 2.972655
C: 1.636974 -1.538515 -0.260042
O: 0.883571 -0.526324 -0.931271
C: -0.039795 0.267456 -0.331242
O: -0.396623 0.184403 0.849446
O: -0.438768 1.166741 -1.304247
C: -1.363744 2.172426 -0.941629
H: 2.352420 -2.070701 -0.886954
H: 1.016842 -2.342022 0.137343
H: 2.292880 -1.042842 0.455640
H: -1.712347 2.642248 -1.861333
H: -0.778492 2.812560 -0.281472
H: -2.255814 1.886645 -0.384279

Force components x, y, z for each atom (eV/Å):
1.6 -0.5 -1.3
-0.8 1.1 -0.1
0.6 0.8 0.7
-1.0 0.4 0.2
0.8 0.5 -3.0
-0.7 -0.3 0.4
0.9 -3.6 2.5
-0.2 1.3 0.9
-0.5 0.4 -0.9
-0.5 0.0 0.4
-0.3 -0.2 0.5
0.4 0.1 0.1
-0.4 0.7 -0.3
0.1 -0.8 -0.1

The frontier orbital gap (alpha / beta) comes out at 0.2793 / 0.1414 Ha. Its charge is +2. As for the multiplicity: 5. The expectation value of S² is 6.02. The value obtained for the LUMO energy (alpha / beta) is -10.4 / -14.1 eV. The energy relative to the best compared isomer or geometry (same formula, charge and spin) is 151.92 kJ/mol. The HOMO energy (alpha / beta) comes out at -17.95 / -17.92 eV.

The net atomic charges from Löwdin, expressed in e, are: 0.77, 1.06, -0.03, 0.04, -0.45, 0.00, 0.03, -0.02, 0.12, 0.04, 0.11, 0.12, 0.11, 0.10

=====

(2)
Formula: C5H7N
Source: the Open Molecules 2025 dataset
Level of theory: the ωB97M-V functional and the def2-TZVPD basis

Cartesian coordinates (Å):
N: 0.768195 -0.814883 1.257075
C: 1.593999 -0.449162 0.427393
C: 1.117991 0.359924 -0.762979
C: -0.259779 0.951693 -0.632977
C: -0.047709 -1.273619 2.115386
C: -1.286606 0.662989 -1.425426
H: 1.162612 -0.324832 -1.620143
H: 1.866077 1.135255 -0.962794
H: -0.403518 1.645131 0.196689
H: -0.270185 -0.702128 3.009755
H: -0.512799 -2.238624 1.943393
H: -1.187034 -0.033065 -2.256661
H: -2.264673 1.114274 -1.280266

Force components x, y, z for each atom (eV/Å):
0.2 0.1 -0.2
-0.5 -0.1 0.3
0.0 0.1 -0.1
-0.1 0.0 -0.1
0.1 0.0 0.0
0.1 0.0 0.1
0.0 0.1 0.1
-0.1 -0.1 0.0
0.0 -0.1 -0.1
0.1 -0.1 -0.1
0.1 0.1 0.0
0.0 0.1 0.1
0.2 -0.1 0.0

The frontier orbital gap comes out at 0.3321 Ha. The value obtained for the LUMO energy is 1.0 eV. The energy relative to the best compared isomer or geometry (same formula, charge and spin) is 304.48 kJ/mol. The HOMO energy comes out at -8.00 eV.

The net atomic charges from Löwdin, expressed in e, are: -0.07, -0.04, -0.22, -0.21, -0.02, 0.00, 0.11, 0.10, 0.10, 0.07, 0.07, 0.06, 0.05

=====

(3)
Formula: C47H29Cl2F4N8O3SiTi
Source: the Open Molecules 2025 dataset
Level of theory: the ωB97M-V functional and the def2-TZVPD basis

Cartesian coordinates (Å):
Ti: 0.659148 0.336810 -1.194759
Cl: 0.749282 -6.549563 -2.853493
C: 0.681313 -4.811035 -2.820592
C: -0.289824 -4.149674 -3.589634
C: -0.367709 -2.782052 -3.586217
C: 0.496657 -2.028375 -2.766394
O: 0.419535 -0.727084 -2.751236
C: 1.480224 -2.698892 -2.012050
C: 2.554841 -1.944519 -1.447232
N: 2.593978 -0.656102 -1.288824
C: 3.890788 -0.123839 -1.027385
C: 4.651838 -0.577944 0.012515
C: 5.931449 -0.037492 0.268323
C: 6.428638 0.956764 -0.520409
C: 5.681431 1.418075 -1.631044
C: 6.167491 2.407885 -2.517441
C: 5.425781 2.752717 -3.605584
C: 4.195693 2.088016 -3.821822
N: 3.702884 1.184543 -3.022158
C: 4.414744 0.862034 -1.913144
C: 1.569829 -4.104603 -2.061904
H: -0.991632 -4.729670 -4.173760
H: -1.132230 -2.263885 -4.149332
H: 3.466087 -2.508761 -1.242647
H: 4.249749 -1.337294 0.672032
H: 6.502455 -0.409425 1.109193
H: 7.399610 1.393573 -0.321528
H: 7.128461 2.868524 -2.321104
H: 5.763436 3.502612 -4.307735
H: 3.611032 2.320113 -4.706964
H: 2.338404 -4.618056 -1.497338
Cl: -2.235724 6.690376 -3.258477
C: -1.282418 5.286618 -2.868667
C: -0.364257 4.804878 -3.794955
C: 0.400672 3.693528 -3.497602
C: 0.239907 3.041941 -2.275120
O: 0.964556 1.972195 -1.987261
C: -0.681517 3.535948 -1.344790
C: -0.788569 2.949394 -0.022391
N: -0.257246 1.844644 0.345524
C: -0.418965 1.515743 1.718377
C: -1.611970 1.650048 2.373680
C: -1.721264 1.383666 3.756353
C: -0.620227 0.997189 4.460785
C: 0.632747 0.862088 3.811978
C: 1.815031 0.527433 4.507661
C: 3.000935 0.505300 3.837389
C: 3.000535 0.783680 2.453621
N: 1.927058 1.041429 1.751892
C: 0.741890 1.103876 2.423824
C: -1.436129 4.669875 -1.646707
H: -0.257266 5.304311 -4.748503
H: 1.112156 3.296905 -4.207840
H: -1.332508 3.547534 0.709936
H: -2.494281 1.953835 1.827537
H: -2.686594 1.482903 4.239487
H: -0.687017 0.790649 5.522049
H: 1.762752 0.320339 5.570059
H: 3.933821 0.284018 4.338200
H: 3.940818 0.797557 1.917950
H: -2.147297 5.052852 -0.925777
F: -4.869190 -2.857015 -0.145420
C: -4.846417 -1.651572 0.453204
C: -5.321504 -1.577067 1.747066
F: -5.770690 -2.721570 2.291233
C: -5.273429 -0.408399 2.525043
C: -4.798813 0.693877 1.798358
C: -4.334394 0.614010 0.502330
F: -3.865633 1.757348 -0.055477
C: -4.289855 -0.569526 -0.223456
C: -3.573223 -0.662678 -1.507191
C: -2.426429 0.070883 -1.644222
N: -1.441700 0.693410 -1.756431
C: -3.850762 -1.590998 -2.535141
N: -4.065998 -2.320089 -3.406867
F: -4.778331 1.918475 2.371898
C: -5.628673 -0.339499 3.918476
C: -6.280328 -1.389130 4.607124
N: -6.805911 -2.215408 5.223126
C: -5.178945 0.718481 4.735690
N: -4.815775 1.572500 5.430391
C: 0.970436 -3.073183 1.556107
Si: -0.543269 -2.203211 0.841048
C: -1.616969 -1.653970 2.250121
C: -1.524143 -3.356316 -0.250270
O: 0.077650 -0.911147 -0.018773
H: 0.727203 -3.496247 2.534287
H: 1.791386 -2.364375 1.703007
H: 1.324218 -3.886922 0.919295
H: -2.088796 -2.546103 2.674918
H: -2.423308 -0.993925 1.925272
H: -1.063694 -1.157670 3.047162
H: -2.499971 -3.543371 0.200962
H: -1.020425 -4.318522 -0.367163
H: -1.717308 -2.955181 -1.244267

Force components x, y, z for each atom (eV/Å):
-1.9 -0.3 0.4
0.0 0.0 0.0
0.0 0.0 0.0
0.0 0.0 0.0
0.0 0.0 0.1
0.0 0.0 -0.1
0.2 0.0 -0.1
0.0 -0.1 -0.1
0.1 0.2 -0.1
0.2 -0.5 0.1
-0.1 0.0 0.1
0.0 0.0 0.1
0.0 0.0 0.0
0.0 0.0 0.0
0.1 0.0 0.0
0.0 0.0 0.0
0.0 0.0 0.0
0.0 0.0 0.0
0.0 0.0 0.0
0.0 0.0 0.0
0.0 0.0 0.0
0.0 0.0 0.0
0.0 0.0 0.0
0.0 0.0 -0.1
0.0 0.0 0.0
0.0 0.0 0.0
0.0 0.0 0.0
0.0 0.0 0.0
0.0 0.0 0.0
0.0 0.0 0.0
0.0 0.0 0.0
0.0 0.0 0.0
0.0 0.0 0.0
0.0 0.0 0.0
-0.1 0.1 0.0
0.2 -0.1 0.1
0.3 0.3 -0.4
0.0 0.0 0.1
0.1 0.0 -0.1
0.1 0.0 0.0
0.0 0.0 0.0
0.0 0.0 0.0
0.0 0.0 -0.1
0.0 0.0 0.0
0.0 0.0 0.0
0.0 0.0 0.0
0.0 0.0 -0.1
0.0 0.0 0.0
0.0 0.0 0.0
0.0 0.0 0.0
0.0 0.0 0.0
0.0 0.0 0.0
0.0 0.0 0.0
0.0 0.0 0.0
0.1 0.0 0.0
0.0 0.0 0.0
0.0 0.0 0.0
0.0 0.0 0.0
0.0 0.0 0.0
0.0 0.0 0.0
0.0 0.0 0.0
0.0 0.0 0.0
0.0 0.0 0.0
0.0 0.0 0.0
0.0 0.0 0.0
0.1 0.0 -0.1
0.0 0.0 0.0
0.0 0.0 0.0
0.0 0.0 0.0
0.0 -0.1 0.0
0.2 0.1 0.2
0.0 -0.2 -0.2
0.3 0.1 0.1
-0.2 0.1 0.0
0.1 0.0 0.0
0.0 0.0 0.0
0.0 0.0 0.1
0.0 0.0 0.0
-0.1 0.0 0.0
-0.2 0.0 0.0
0.1 0.0 0.0
0.0 0.0 0.0
0.2 0.1 0.0
-0.1 0.0 0.0
0.0 0.0 0.0
0.2 0.1 0.0
0.0 0.0 0.0
0.0 0.0 0.0
0.0 0.0 0.0
0.0 0.0 0.0
0.0 0.0 0.0
0.0 0.0 0.0
0.0 0.0 0.0
0.0 0.0 0.0
0.0 0.0 0.0

The frontier orbital gap comes out at 0.1721 Ha. Its charge is -1. The value obtained for the LUMO energy is 0.8 eV. The energy relative to the best compared isomer or geometry (same formula, charge and spin) is 59.14 kJ/mol. The HOMO energy comes out at -3.84 eV.

The net atomic charges from Löwdin, expressed in e, are: 1.15, 0.65, -0.67, -0.07, 0.02, -0.32, -0.14, -0.15, -0.04, 0.04, -0.19, -0.05, -0.08, -0.03, -0.15, -0.02, -0.05, -0.13, 0.14, -0.15, -0.07, 0.12, 0.12, 0.15, 0.12, 0.11, 0.11, 0.12, 0.10, 0.11, 0.12, 0.64, -0.66, -0.09, 0.01, -0.31, -0.19, -0.13, -0.05, 0.06, -0.20, 0.00, -0.03, -0.03, -0.16, -0.01, -0.05, -0.14, 0.14, -0.17, -0.04, 0.10, 0.11, 0.14, 0.10, 0.08, 0.12, 0.12, 0.10, 0.08, 0.12, 0.09, -0.17, -0.16, 0.09, -0.08, -0.18, -0.18, 0.07, -0.08, -0.18, -0.14, 0.13, -0.25, 0.12, 0.07, -0.22, -0.27, 0.10, -0.28, 0.10, -0.14, 0.39, -0.12, -0.12, -0.38, 0.03, 0.02, 0.02, 0.06, 0.03, 0.02, 0.03, 0.04, 0.02

=====

(4)
Formula: C13H30F2N2O4P
Source: the Open Molecules 2025 dataset
Level of theory: the ωB97M-V functional and the def2-TZVPD basis

Cartesian coordinates (Å):
C: -4.248528 5.504302 1.058277
C: -3.344261 4.384020 0.529390
C: -4.101764 3.335673 -0.237711
F: -4.816162 4.046695 -1.230188
P: -2.976427 2.010416 -1.138639
C: -4.471920 0.776932 -1.174908
O: -4.244802 -0.408515 -1.931339
C: -4.225071 -0.169573 -3.308527
C: -2.330688 1.285707 0.563550
C: -0.849722 1.055338 0.645535
O: -0.297167 0.346606 1.479364
F: -0.058523 1.676134 -0.257456
H: -4.658577 6.075640 0.236455
H: -3.653324 6.194360 1.653001
H: -5.041611 5.108576 1.683736
H: -2.596797 4.845496 -0.108776
H: -2.820181 3.963384 1.382104
H: -4.857406 2.863628 0.394998
H: -3.417342 2.522706 -2.447292
H: -1.885209 2.993028 -1.165792
H: -2.123222 1.037399 -1.823788
H: -4.720557 0.417306 -0.175184
H: -5.365194 1.297896 -1.536379
H: -3.432730 0.509765 -3.601866
H: -4.040083 -1.121291 -3.800559
H: -5.188833 0.200981 -3.664573
H: -2.565824 1.906728 1.425891
H: -2.742579 0.305369 0.772498
C: 3.034952 0.032112 1.734515
C: 4.030194 -0.988772 2.218324
O: 4.611695 -1.770265 1.476273
N: 4.278065 -1.020272 3.555622
C: 3.693737 -0.191415 4.592547
H: 2.929410 -0.053199 0.658531
H: 2.056401 -0.130913 2.185507
H: 3.379006 1.039169 1.973719
H: 4.951987 -1.718089 3.824449
H: 4.474766 0.368473 5.111308
H: 3.172148 -0.813604 5.322070
H: 2.985617 0.509812 4.166871
C: 4.738032 -5.836864 -2.827390
C: 3.687744 -4.756837 -2.677455
O: 2.916718 -4.488721 -3.585110
N: 3.643225 -4.100752 -1.492943
C: 4.488241 -4.298718 -0.325301
H: 4.647309 -6.263853 -3.821039
H: 5.739541 -5.421426 -2.710980
H: 4.590345 -6.625410 -2.088745
H: 2.927519 -3.392464 -1.446822
H: 3.876525 -4.576020 0.534242
H: 5.010213 -3.379794 -0.087928
H: 5.211116 -5.086881 -0.512090

Force components x, y, z for each atom (eV/Å):
0.5 -0.1 0.0
-0.4 0.6 0.4
0.4 -0.1 -0.2
-0.3 0.0 -0.1
-0.2 0.3 -0.9
0.2 -0.1 0.4
-0.1 -0.1 0.2
0.1 -0.4 -0.2
0.8 0.2 -0.3
0.6 -1.4 1.8
-0.7 1.3 -1.6
-0.2 -0.1 0.3
-0.3 0.0 -0.2
0.0 0.1 0.2
-0.3 0.0 0.1
0.3 -0.1 -0.2
0.1 -0.3 0.0
-0.1 -0.1 0.1
-0.1 0.1 0.1
0.0 -0.1 0.3
0.0 -0.1 0.1
0.0 0.0 0.2
-0.1 0.2 -0.3
0.1 0.3 0.0
0.0 -0.2 0.0
-0.2 0.3 0.0
-0.1 0.1 0.1
-0.2 -0.2 0.0
0.1 -0.1 -0.1
0.1 0.0 0.0
-0.1 0.1 0.0
-0.1 0.1 0.1
0.2 -0.3 0.0
0.0 0.0 0.0
0.0 0.1 0.0
-0.1 0.0 0.0
0.0 0.0 0.0
-0.1 0.1 0.0
-0.1 0.1 0.0
0.0 0.0 0.0
0.0 0.0 -0.1
-0.1 0.1 0.0
0.0 0.0 0.0
0.1 -0.2 0.0
-0.2 0.1 -0.2
-0.1 0.0 0.0
0.0 -0.1 0.1
0.1 0.0 0.0
0.0 0.1 0.0
0.1 0.0 0.1
0.1 0.0 0.1
0.0 0.0 0.0

The frontier orbital gap comes out at 0.2240 Ha. Its charge is -1. The value obtained for the LUMO energy is 2.4 eV. The HOMO energy comes out at -3.68 eV.

The net atomic charges from Löwdin, expressed in e, are: -0.12, -0.28, -0.46, -0.12, 0.53, -0.38, -0.26, -0.18, -0.23, -0.49, 0.05, 0.05, 0.06, 0.06, 0.06, 0.09, 0.09, 0.11, -0.03, -0.02, -0.01, 0.07, 0.07, 0.05, 0.08, 0.08, 0.07, 0.08, 0.00, -0.53, 0.01, 0.00, -0.08, 0.09, 0.07, 0.09, 0.13, 0.08, 0.08, 0.07, -0.02, -0.56, 0.02, 0.02, -0.08, 0.08, 0.08, 0.08, 0.14, 0.08, 0.06, 0.07

=====

(5)
Formula: C4H10N2O2
Source: the Open Molecules 2025 dataset
Level of theory: the ωB97M-V functional and the def2-TZVPD basis

Cartesian coordinates (Å):
C: 1.591860 0.953065 0.638356
C: 1.061503 1.646708 -0.508445
N: 2.016079 2.650464 -1.070690
O: 0.008741 1.365462 -0.998073
H: 2.522377 0.590628 0.331084
H: 1.057209 -0.013653 0.821160
H: 1.521831 1.442603 1.727903
H: 2.018152 3.032272 -1.991077
H: 2.838080 2.850399 -0.588975
C: -2.576906 -1.492359 0.832237
C: -1.203969 -1.902506 0.344482
N: -0.729368 -1.757532 -1.031325
O: -0.189206 -2.282298 1.052551
H: -2.662578 -0.652965 1.569406
H: -3.016819 -2.263633 1.423670
H: -3.359152 -1.251865 0.063949
H: 0.260333 -1.919486 -1.106482
H: -1.158166 -0.995303 -1.509734

Force components x, y, z for each atom (eV/Å):
-1.2 -1.3 4.3
1.6 2.8 -2.0
-2.9 -2.1 0.8
-0.6 0.4 -0.9
2.1 -0.1 0.3
-0.2 0.9 -0.4
0.6 -0.5 -2.7
-0.8 -0.1 -0.5
1.3 0.0 1.1
-1.2 0.9 -0.3
6.9 -0.1 -0.6
-3.2 -0.4 2.5
-4.7 0.8 -0.7
1.1 -0.4 -0.8
0.0 -1.1 0.3
1.2 -0.3 0.2
-0.1 0.3 0.1
0.1 0.4 -0.7

The frontier orbital gap comes out at 0.3746 Ha. The structure (SMILES) is CC(N)=O.CC(N)=O. The value obtained for the LUMO energy is 0.8 eV. The energy relative to the best compared isomer or geometry (same formula, charge and spin) is 211.36 kJ/mol. The HOMO energy comes out at -9.37 eV.

The net atomic charges from Löwdin, expressed in e, are: -0.04, -0.55, 0.13, 0.06, 0.06, 0.08, 0.15, 0.07, 0.04, -0.02, -0.42, 0.11, -0.07, 0.10, 0.06, 0.09, 0.08, 0.06